1.
The following is a quantum chemistry calculation of a cluster of 9 separate species, C20H41BBr16N2O3 in total, from the Open Molecules 2025 dataset.

**Calculated total energy**: -1151888.4442 eV
**Net charge**: 0
**Spin multiplicity**: 1
**Strongest force on any atom**: 0.0299 Eh/bohr
**SMILES string**: NB(O)[C@H]1C(=O)OC[C@H]1N.BrCCBr.BrCCBr.BrCCBr.BrCCBr.BrCCBr.BrCCBr.BrCCBr.BrCCBr
**LUMO energy**: 0.29 eV

```
83
Properties=species:S:1:pos:R:3:forces:R:3
H 3.1175 4.6063 -1.6842 -0.3 0.2 0.2
C -8.3965 -1.8844 -0.4311 0.0 -0.1 -0.1
O 2.5409 5.3837 1.3973 0.3 0.1 0.4
Br 0.5168 2.6419 0.3268 0.0 0.1 0.1
O 4.6422 1.8879 0.4254 0.4 -0.4 0.3
Br -9.7705 -5.4700 -0.7105 -0.1 -0.1 0.0
N 4.5623 6.5572 1.8500 -0.4 -0.1 -0.7
N 3.5019 3.7401 -1.3606 0.3 -0.4 -0.3
C 0.6820 0.2608 1.9380 0.0 0.1 0.1
H 6.4262 2.6057 -0.2391 0.4 -0.2 -0.2
H 0.5627 -1.6146 -3.7309 0.0 0.0 0.0
H 2.3895 1.2226 1.0947 -0.1 0.0 0.0
Br 0.5110 1.3155 -4.0265 0.1 0.0 0.0
H -7.9123 -1.7785 0.5341 0.0 0.0 0.0
H 4.1565 -0.4998 1.4726 0.0 0.0 0.0
Br 6.9757 -1.1607 6.2341 0.1 0.0 0.1
O 4.3336 2.5372 2.5679 0.1 0.3 -1.5
H 5.2417 1.4129 8.4791 0.0 0.0 0.0
C 1.5555 -1.2873 -3.4400 0.1 -0.1 0.1
H -2.0023 -4.6972 -6.7679 0.0 0.0 0.0
H 5.3046 6.9422 1.2906 0.4 0.0 0.3
Br -7.5843 0.8407 -0.7514 -0.1 0.1 -0.1
H 2.8443 3.2000 -0.8198 -0.3 0.1 -0.1
C -10.5648 -5.4920 -2.4855 0.1 0.0 0.1
C 1.4594 1.4984 1.5902 0.0 -0.1 -0.1
H -9.7779 -0.2475 -0.4118 0.0 0.0 0.0
Br 6.0852 -1.9256 0.8359 0.0 0.0 0.0
H 7.2373 1.1318 7.1209 0.0 0.0 0.0
Br -4.6648 -0.8499 1.0837 0.1 -0.1 0.1
C -3.6678 1.1675 -0.6766 0.2 0.0 0.0
C 4.7832 3.8623 -0.7187 -0.2 0.1 -0.1
H -3.0828 1.0371 1.4072 0.0 0.0 0.0
H 5.3706 4.5685 -1.2881 0.3 0.1 -0.1
Br -0.7873 0.6364 3.1554 0.0 0.0 0.0
H 5.7389 -1.7879 3.7636 0.0 0.0 0.0
H 2.8083 0.4679 -3.6146 0.0 0.0 0.0
H -11.6142 -5.7305 -2.3541 0.0 0.0 0.0
H 2.2786 -2.0650 -3.6742 0.0 0.0 0.0
Br -2.7553 -3.0721 -5.0428 0.0 0.0 0.0
Br -7.0865 -2.6928 -1.6221 0.0 0.1 0.0
H 5.8687 1.0518 5.9963 0.0 0.0 0.0
C 4.7837 4.1973 0.7873 0.1 0.0 0.1
H 5.8139 4.4443 1.0398 0.3 0.0 0.2
C -3.9627 0.9357 0.7806 -0.2 0.0 0.0
Br 3.6635 -0.1993 7.4654 0.0 0.0 0.0
C -10.3494 -4.1887 -3.2056 -0.1 0.1 -0.1
H 5.4340 1.9180 -1.5354 -0.4 -0.4 -0.2
C -1.7964 -4.6283 -5.7057 -0.1 0.1 0.1
Br 1.5510 -1.1498 -1.5000 0.0 0.0 0.1
C 5.4139 0.4428 8.0197 -0.2 0.0 0.0
H -9.2086 -2.6036 -0.3587 0.0 0.0 0.0
Br 3.4663 -2.7003 3.3258 0.1 0.1 0.0
H -9.3308 -3.8275 -3.1091 0.0 0.0 0.0
C 4.8498 -1.3258 3.3544 -0.2 0.0 0.0
H 0.1650 -5.4907 -5.5823 0.0 0.0 0.0
H 3.9245 7.2732 2.1514 -0.1 0.3 0.1
H 5.6766 0.1754 2.0739 0.0 0.0 0.0
H -9.1420 -0.6210 -2.0233 0.0 0.0 0.0
C -8.9027 -0.5740 -0.9675 0.1 0.1 0.1
H 2.1562 -0.1489 -5.1474 0.0 -0.1 0.0
H -0.1305 -4.2056 -4.3960 0.0 0.0 0.0
B 3.9076 5.3969 1.3486 0.0 0.1 0.2
Br 0.5684 -3.2707 -6.5916 0.0 0.0 0.1
H 2.1998 4.4927 1.4189 -0.6 -0.4 -0.3
C 5.4205 2.4928 -0.6291 0.2 0.6 0.3
Br -2.0484 0.2489 -1.2364 0.0 -0.1 0.0
H -3.4853 2.2236 -0.8622 0.0 0.0 0.0
Br -11.5052 -2.7811 -2.5160 0.0 0.0 0.0
H -2.2307 -5.4830 -5.1932 0.0 0.0 0.0
H 4.4874 -0.5682 4.0464 0.0 0.0 0.0
H -10.0712 -6.3010 -3.0181 0.0 0.0 0.0
H 1.3429 -0.4201 2.4660 0.0 -0.2 0.1
H -4.7374 1.6184 1.1242 0.0 0.0 0.0
H 5.7822 -0.2534 8.7648 0.0 0.0 0.0
H -4.4659 0.8163 -1.3222 0.0 0.0 0.0
C 5.0797 -0.7279 1.9941 0.1 -0.1 0.0
C 6.3449 0.5750 6.8466 0.2 -0.1 0.0
C 4.5593 2.8300 1.4071 -0.5 -0.1 1.1
H 0.2505 -0.2235 1.0674 0.0 0.0 0.0
C 1.9489 0.0096 -4.0919 -0.1 0.1 -0.1
H -10.6047 -4.2878 -4.2577 0.0 0.0 0.0
H 1.6781 2.1038 2.4646 0.0 0.0 0.0
C -0.3245 -4.5353 -5.4110 0.1 0.0 -0.1
```
Forces are in eV/Å.

What are the Löwdin partial charges on each atom? They are as follows, in elementary charge units:
1. H 0.0852
2. C -0.6942
3. O 0.1489
4. Br 0.7035
5. O -0.0146
6. Br 0.6313
7. N 0.1963
8. N 0.0824
9. C -0.6821
10. H 0.1322
11. H 0.0279
12. H 0.0343
13. Br 0.5968
14. H 0.0418
15. H 0.0294
16. Br 0.6574
17. O 0.1155
18. H 0.0581
19. C -0.7052
20. H 0.0482
21. H 0.0780
22. Br 0.6241
23. H -0.0003
24. C -0.6802
25. C -0.6676
26. H 0.0598
27. Br 0.6159
28. H 0.0576
29. Br 0.5903
30. C -0.6857
31. C -0.3260
32. H -0.0137
33. H 0.1516
34. Br 0.6602
35. H -0.0126
36. H 0.0453
37. H 0.0492
38. H 0.0554
39. Br 0.6137
40. Br 0.6074
41. H 0.0468
42. C -0.0659
43. H 0.1510
44. C -0.6966
45. Br 0.6153
46. C -0.6802
47. H 0.1322
48. C -0.6996
49. Br 0.6337
50. C -0.6959
51. H -0.0091
52. Br 0.6148
53. H 0.0000
54. C -0.7122
55. H 0.0583
56. H 0.0801
57. H 0.0454
58. H 0.0302
59. C -0.7074
60. H 0.0537
61. H 0.0437
62. B -0.6080
63. Br 0.6158
64. H 0.0206
65. C -0.0925
66. Br 0.5868
67. H 0.0617
68. Br 0.6387
69. H 0.0583
70. H 0.0397
71. H 0.0599
72. H 0.0312
73. H 0.0551
74. H 0.0487
75. H 0.0230
76. C -0.7100
77. C -0.6829
78. C -0.4395
79. H 0.0029
80. C -0.6858
81. H 0.0599
82. H 0.0543
83. C -0.6914

2.
The following is a quantum chemistry calculation of a structure of composition C20H41BaF3N4Si2Te, from the Open Molecules 2025 dataset.

**Calculated total energy**: -59248.3591 eV
**Net charge**: +2
**Spin multiplicity**: 1
**Strongest force on any atom**: 0.0748 Eh/bohr
**LUMO energy**: -5.85 eV

```
72
Properties=species:S:1:pos:R:3:forces:R:3
H -14.6531 -16.7083 1.3766 -0.1 -0.4 0.1
H -15.5066 -12.7238 -5.9737 -0.2 0.0 -0.2
C -12.9742 -12.0650 2.6643 -0.4 0.9 -0.3
N -12.2498 -12.5186 1.4674 -0.4 -1.0 -0.2
N -13.0067 -15.4265 1.1023 -0.8 -0.5 0.1
H -18.4630 -8.1591 -1.2687 -0.5 -0.8 0.0
H -10.7912 -13.7919 0.6854 0.1 0.2 0.1
C -20.8450 -11.1638 -2.0630 -2.0 0.3 -1.4
H -13.9008 -13.8331 3.5862 -0.2 0.6 -0.6
C -16.3611 -13.0533 -6.5879 -1.0 -0.3 2.4
C -18.1177 -11.9891 -1.8683 1.9 0.2 0.1
H -16.1603 -15.2593 -3.6645 0.4 0.8 0.1
H -20.0282 -8.7179 -0.6811 -0.5 0.1 0.1
H -17.1234 -12.2510 -6.5902 0.5 -0.2 -0.1
H -10.5521 -13.3855 2.3884 0.8 0.1 0.6
H -12.2357 -15.0425 3.0627 -0.2 0.0 -0.1
H -16.0040 -15.0042 0.9578 -0.1 0.3 0.5
H -12.7658 -16.2325 0.5016 0.3 0.6 0.8
H -19.5170 -15.5268 -6.0517 0.1 0.1 -0.2
H -21.2583 -12.0701 -2.5549 1.0 0.2 0.3
H -17.6853 -14.8290 -3.1128 0.0 0.6 -0.8
H -14.0384 -9.5988 -1.6336 1.7 -0.7 -0.6
H -15.9935 -13.2328 -7.5560 0.2 -0.3 -1.4
H -13.9955 -16.0546 2.9359 -0.2 0.0 -1.6
C -11.2822 -13.6336 1.6524 -1.5 -1.0 -0.5
Si -19.1747 -10.4617 -2.2814 0.7 0.7 0.6
H -15.3784 -15.9612 -6.8517 -0.6 -0.1 0.2
C -11.6258 -11.6017 -2.7309 0.6 -1.4 0.8
F -10.8732 -7.2146 -4.3312 0.1 -1.8 -0.4
H -11.0407 -15.7368 1.9794 -0.8 0.3 0.0
H -16.0061 -14.9291 2.7498 -0.3 -0.5 0.0
F -11.1511 -8.6385 -6.0049 0.5 -0.4 2.3
H -21.1898 -11.1548 -1.0440 0.0 -0.1 0.6
C -19.0399 -9.0603 -0.9298 1.4 0.0 -0.8
H -12.8299 -7.9929 -3.0176 0.2 -0.2 -0.4
H -16.9679 -16.8329 -6.9417 0.7 0.8 0.5
N -12.5990 -11.2268 -1.8776 -1.1 2.7 -2.5
F -9.3120 -8.6689 -4.7959 -1.1 -0.5 0.3
H -19.4595 -8.9373 -4.1047 -0.4 1.4 -0.2
H -21.4822 -10.4096 -2.5683 0.0 0.1 0.4
C -11.9112 -15.0393 2.0248 1.4 1.0 -0.8
H -14.8856 -12.3793 3.7152 0.7 -0.3 -0.6
C -16.9148 -14.4648 -3.8332 -0.2 -0.8 0.3
H -19.2059 -14.1981 -7.2521 0.1 -0.3 1.0
C -15.4007 -14.7695 1.8622 0.1 -0.9 -0.8
C -14.2468 -15.8250 1.8448 0.4 0.8 1.5
H -19.2728 -10.5322 -4.7024 0.9 0.8 0.7
C -11.3206 -9.4441 -3.6993 0.3 -0.9 -0.5
C -10.8957 -10.7833 -3.5804 0.3 0.6 -1.1
C -12.4297 -9.0011 -2.9965 -0.7 -1.4 1.0
C -13.0735 -9.9425 -2.1584 -0.2 0.0 1.4
H -15.9542 -12.8591 1.8684 1.2 -0.4 -0.1
Si -17.2062 -14.6076 -5.7632 0.3 1.0 -0.7
H -18.5471 -9.3339 0.0129 -0.2 -0.3 -0.2
Te -16.3116 -12.4668 -3.1523 -1.3 -0.2 0.2
H -11.7288 -11.7486 1.0950 0.3 0.5 -0.1
N -15.0353 -13.3602 1.8036 -0.1 1.3 0.7
H -17.7700 -9.5760 -4.2378 -0.3 0.1 0.0
H -11.4450 -12.6972 -2.6916 0.5 0.8 -0.1
H -17.6844 -11.8174 -0.8577 -0.4 -0.5 -0.5
C -10.6508 -8.5423 -4.7080 0.4 3.0 -1.5
H -18.6979 -12.9077 -1.9174 0.0 0.0 0.2
H -13.2731 -10.9931 2.4906 0.1 -1.1 0.0
C -18.8169 -9.7638 -3.9837 -0.6 -2.6 -0.4
Ba -14.0149 -13.3351 -0.7886 0.6 -0.1 0.8
H -12.2966 -12.0032 3.5203 -0.1 -0.2 0.2
H -16.0506 -16.7772 -5.4488 0.1 -0.3 0.4
C -16.3167 -16.1727 -6.2995 -0.4 -0.4 -1.0
H -19.5263 -13.8714 -5.4556 0.3 -0.3 -0.9
H -10.0309 -11.1306 -4.2337 -1.4 0.2 1.1
C -19.0345 -14.5523 -6.2019 -0.2 0.3 0.5
C -14.2084 -12.9284 3.0101 -0.6 -0.2 0.5
```
Forces are in eV/Å.

What are the Löwdin partial charges on each atom? They are as follows, in elementary charge units:
1. H 0.1143
2. H -0.0206
3. C -0.1930
4. N -0.1733
5. N -0.1511
6. H 0.0411
7. H 0.1117
8. C -0.1960
9. H 0.1121
10. C -0.2062
11. C -0.5063
12. H -0.0177
13. H 0.0181
14. H 0.0341
15. H 0.1113
16. H 0.1010
17. H 0.1053
18. H 0.1199
19. H 0.0323
20. H 0.0561
21. H 0.0150
22. H 0.1389
23. H 0.0078
24. H 0.1381
25. C -0.1780
26. Si 0.4244
27. H 0.0427
28. C -0.1726
29. F 0.0978
30. H 0.1385
31. H 0.1270
32. F 0.1240
33. H 0.0354
34. C -0.1651
35. H 0.1371
36. H 0.0586
37. N -0.1421
38. F 0.1568
39. H 0.0133
40. H 0.0521
41. C -0.1787
42. H 0.1399
43. C -0.5675
44. H 0.0565
45. C -0.2612
46. C -0.1903
47. H 0.0648
48. C -0.0846
49. C 0.0382
50. C 0.0329
51. C -0.0957
52. H 0.1299
53. Si 0.4793
54. H 0.0175
55. Te 1.0238
56. H 0.0912
57. N -0.2254
58. H 0.0230
59. H 0.1077
60. H -0.0201
61. C -0.4782
62. H -0.0028
63. H 0.1373
64. C -0.1883
65. Ba 1.6075
66. H 0.1260
67. H 0.0056
68. C -0.1865
69. H 0.0352
70. H 0.1663
71. C -0.1882
72. C -0.1579

3.
The following is a quantum chemistry calculation of a structure of composition C20H41BiN2OP3, from the Open Molecules 2025 dataset.

**ΔE to the lowest compared entry with this formula, charge and spin**: 0.0 kcal/mol
**Calculated total energy**: -60112.7766 eV
**Net charge**: +3
**Spin multiplicity**: 1
**Strongest force on any atom**: 0.0545 Eh/bohr
**LUMO energy**: -10.01 eV

```
68
Properties=species:S:1:pos:R:3:forces:R:3
H 1.2497 -0.0024 -4.9578 0.2 0.2 0.1
C 0.3555 -1.4768 3.7733 -0.6 -0.4 -0.4
H 0.7255 3.3685 -1.8675 0.3 -0.3 -0.1
H 2.4969 3.2344 1.5871 0.2 -0.4 0.3
C 1.7316 0.7520 -4.3204 0.0 -0.5 0.1
C 3.9407 -3.0554 -2.9068 0.0 0.8 0.0
H -2.6956 -3.3588 -0.6664 0.1 -0.2 -0.1
H 2.0525 1.9933 2.9130 0.4 0.2 -0.1
H 4.5502 0.3080 -2.5573 0.1 -0.2 0.0
N 0.2388 -1.4820 1.5267 -0.9 -0.6 0.5
H 4.1001 0.6696 2.3370 -0.1 0.4 -0.2
H 6.6696 -2.6236 -4.9303 -0.4 0.1 0.3
H -1.3964 2.5519 -3.1466 0.2 -0.3 -0.3
H -1.4536 1.0772 -4.1638 0.1 0.3 0.0
C -0.7837 -2.1979 2.0115 0.6 0.2 0.4
C 1.4620 2.6117 -2.1784 0.0 -0.2 0.5
H -2.4177 3.0046 0.3844 0.2 -0.2 -0.2
C -1.6977 -2.7084 -3.5514 0.0 0.4 0.0
H -3.4455 1.3258 1.4359 0.2 -0.3 -0.1
H -1.4176 -2.7228 3.9495 0.4 0.2 -0.1
P -1.8479 0.7520 -0.2748 -1.4 0.6 0.1
H -3.1922 -0.4491 1.3848 0.1 0.3 0.0
H 2.6944 0.3602 -3.9611 -0.3 0.1 -0.2
H 3.2613 -3.8332 -2.5479 0.3 0.2 0.0
C -1.5886 2.5677 -0.1932 0.7 0.1 -0.1
H 1.1314 -4.5603 -1.6712 -0.2 0.0 -0.3
C 4.9678 -3.3608 -3.7992 0.2 0.0 -0.2
C 4.6791 -0.7163 -2.9035 -0.2 -0.6 -0.2
H 2.1393 3.0511 -2.9276 -0.3 -0.2 0.2
H -2.9790 0.7848 -2.4607 -0.1 0.0 0.3
C 5.7069 -1.0560 -3.7961 -0.1 -0.1 0.1
H 1.8406 -0.4183 2.5092 -0.2 -0.1 0.1
H 1.2020 -3.8232 -3.3067 -0.2 -0.1 0.2
H 0.6156 -1.3341 4.8076 -0.1 -0.1 0.0
H -3.7277 -0.3781 -1.3289 0.0 0.3 0.0
C 0.9515 -1.0256 2.6363 -0.2 -0.1 -0.4
C 0.5332 -4.2425 -2.5413 0.5 0.3 0.1
O 2.8105 -1.3610 -1.5669 -1.1 -1.3 0.3
H 4.4964 1.8836 0.9826 -0.3 -0.1 0.4
N -0.7450 -2.2337 3.3583 0.4 0.5 -0.2
C 3.8047 -1.7237 -2.4871 1.1 -0.4 -0.6
H 0.0233 -5.1161 -2.9747 0.0 0.3 0.2
H -4.0312 1.3763 -1.1398 0.2 -0.2 0.0
C -3.2798 0.6217 -1.4178 0.2 -0.3 -0.2
H -1.5421 -2.7195 1.4380 0.2 0.2 0.1
H -0.4331 2.4610 -4.6524 -0.1 -0.2 0.3
H -1.9771 0.6131 2.1591 -0.2 0.0 -0.1
C -1.8446 -3.9814 -0.9751 0.0 0.4 0.6
H 6.3941 -0.2795 -4.1410 -0.2 -0.3 0.1
C 2.7422 2.3073 2.1230 0.2 -0.5 -0.6
P -0.7245 -3.0215 -2.0397 -1.1 -1.5 -1.2
H -1.5645 3.0357 -1.1852 0.0 -0.2 0.3
H -1.3182 -4.3139 -0.0697 -0.1 -0.1 -0.3
H 5.0746 -4.3849 -4.1659 0.0 0.3 0.2
P 0.6275 1.1474 -2.9214 0.2 1.2 -1.2
H -1.0694 -2.2305 -4.3178 -0.2 -0.2 0.2
H 1.9083 1.6657 -4.9078 -0.1 -0.2 0.2
H 2.0485 2.3112 -1.2945 -0.1 0.2 -0.3
H -0.6491 2.7900 0.3320 -0.2 0.1 -0.1
H 2.2767 -2.1753 -1.3352 2.0 0.4 -0.4
C 5.8569 -2.3717 -4.2421 -0.2 0.0 0.2
Bi 0.4334 -0.8746 -0.9666 -0.8 2.3 1.4
C -0.8082 1.8852 -3.7916 -0.2 -0.3 0.0
H -2.2137 -4.8591 -1.5284 0.2 0.3 0.1
H -2.0772 -3.6657 -3.9415 0.1 0.3 0.2
C 3.8161 1.5747 1.7853 -0.4 0.3 0.1
H -2.5486 -2.0470 -3.3277 0.2 -0.2 -0.1
C -2.6940 0.5279 1.3329 0.4 -0.5 0.3
```
Forces are in eV/Å.

What are the Löwdin partial charges on each atom? They are as follows, in elementary charge units:
1. H 0.0625
2. C -0.0216
3. H 0.0503
4. H 0.0511
5. C -0.2337
6. C -0.0325
7. H 0.0579
8. H 0.0424
9. H 0.1188
10. N -0.1525
11. H 0.0552
12. H 0.1272
13. H 0.0344
14. H 0.0457
15. C -0.2238
16. C -0.2231
17. H 0.0770
18. C -0.2268
19. H 0.0754
20. H 0.1843
21. P 0.7235
22. H 0.0543
23. H 0.0250
24. H 0.0925
25. C -0.2331
26. H 0.0714
27. C -0.0457
28. C -0.0386
29. H 0.0750
30. H 0.0255
31. C -0.0384
32. H 0.0862
33. H 0.0540
34. H 0.1364
35. H 0.0513
36. C -0.1158
37. C -0.2352
38. O -0.2372
39. H 0.0561
40. N 0.1029
41. C -0.3085
42. H 0.0880
43. H 0.0816
44. C -0.2437
45. H 0.1042
46. H 0.0791
47. H 0.0571
48. C -0.2346
49. H 0.1264
50. C -0.0892
51. P 0.6690
52. H 0.0332
53. H 0.0545
54. H 0.1255
55. P 0.6878
56. H 0.0608
57. H 0.0786
58. H 0.0406
59. H 0.0567
60. H 0.0046
61. C -0.0440
62. Bi 1.4377
63. C -0.2475
64. H 0.0883
65. H 0.0835
66. C -0.0748
67. H 0.0529
68. C -0.2458

These records have frontier orbital gap values of 9.707, 7.634, 6.261 eV, in the order they appear.